1.
A 2-piece molecular cluster, C2H3NS3 overall, computed with ωB97M-V/def2-TZVPD.

- Multiplicity: 1
- Orbital gap: 8.0 eV
- HOMO: -0.3216 Eh
- Energy relative to the best compared isomer or geometry (same formula, charge and spin): 67.8 kcal/mol
- Total energy: -36115.1842 eV

Atoms and positions in Å:
C (1.74, -1.04, 0.45)
C (-1.19, 1.56, -0.60)
N (-0.63, -0.84, -0.09)
S (1.90, -0.43, 1.92)
S (2.21, -1.80, -0.83)
S (-1.63, 0.27, 0.33)
H (-1.56, 2.50, -0.53)
H (-0.15, 1.50, -0.97)
H (-0.67, -1.72, 0.32)

=====

2.
A 12-piece molecular cluster, H24O12 overall, computed with ωB97M-V/def2-TZVPD.

- Structure (SMILES): O.O.O.O.O.O.O.O.O.O.O.O
- Multiplicity: 1
- Orbital gap: 10.5 eV
- HOMO: -0.4108 Eh
- Energy relative to the best compared isomer or geometry (same formula, charge and spin): 73.7 kcal/mol
- Total energy: -24958.5002 eV

Atoms and positions in Å:
H (-0.19, 0.60, -1.25)
H (-0.44, 1.11, 0.16)
H (1.06, -0.57, 2.07)
H (0.09, -1.56, 2.69)
H (-2.97, 0.40, 3.74)
H (-3.87, -0.77, 3.35)
H (-0.64, 2.07, 4.39)
H (-0.67, 3.50, 4.90)
H (0.20, -2.10, -3.73)
H (-1.27, -2.19, -3.38)
H (-2.04, -1.85, 1.42)
H (-1.84, -3.14, 0.65)
H (2.32, -4.45, -1.44)
H (1.82, -3.04, -1.73)
H (4.59, -2.18, 0.43)
H (3.51, -1.50, -0.40)
H (3.27, 0.38, -4.05)
H (3.06, -1.12, -3.90)
H (-3.21, 1.62, -4.14)
H (-3.97, 2.88, -4.54)
H (2.81, 2.59, 0.25)
H (3.21, 1.46, -0.69)
H (-2.39, 4.45, 2.93)
H (-1.11, 3.71, 2.60)
O (-0.88, 0.95, -0.68)
O (0.19, -0.63, 2.47)
O (-3.41, 0.00, 2.98)
O (-1.19, 2.69, 4.89)
O (-0.41, -2.58, -3.17)
O (-2.45, -2.70, 1.25)
O (1.68, -3.96, -1.97)
O (4.45, -1.46, -0.19)
O (3.65, -0.47, -4.31)
O (-4.06, 2.07, -4.02)
O (2.97, 1.64, 0.22)
O (-1.86, 4.15, 2.19)